[1]
{"formula": "C7H11NO", "method": "ωB97M-V with the def2-TZVPD basis set", "symbols": ["C", "C", "C", "C", "C", "C", "C", "N", "O", "H", "H", "H", "H", "H", "H", "H", "H", "H", "H", "H"], "coordinates": [[1.181, -0.999, 1.051], [-1.773, 0.401, -2.025], [-1.227, -0.371, -1.091], [1.537, -0.259, -0.236], [-0.413, 0.136, -0.005], [2.434, 0.931, -0.158], [-1.092, -1.135, 2.114], [-0.138, -0.722, 1.123], [1.874, -1.640, 1.802], [-2.345, -0.005, -2.841], [-1.658, 1.473, -2.002], [-1.333, -1.449, -1.137], [1.647, -0.880, -1.116], [-0.506, 1.195, 0.222], [3.468, 0.591, -0.078], [2.210, 1.533, 0.720], [2.344, 1.547, -1.050], [-0.596, -1.845, 2.775], [-1.443, -0.280, 2.700], [-1.952, -1.616, 1.643]], "nbo_charge": [0.6590, -0.3794, -0.2340, -0.1936, -0.0437, -0.6407, -0.4161, -0.4467, -0.6101, 0.2024, 0.1900, 0.2078, 0.2182, 0.1920, 0.2305, 0.2143, 0.2201, 0.2349, 0.1956, 0.1996], "max_force_ha_per_bohr": 0.0784, "total_charge": 0, "multiplicity": 1, "gap_ha": 0.355}

[2]
{"formula": "C2HFN2O", "method": "ωB97M-V with the def2-TZVPD basis set", "symbols": ["F", "C", "C", "N", "O", "N", "H"], "coordinates": [[-0.243, -0.438, -1.892], [-0.024, -0.111, -0.602], [-0.861, -0.593, 0.371], [-0.383, -0.152, 1.450], [0.601, 0.737, 1.122], [1.023, 0.654, -0.143], [-1.791, -1.245, 0.287]], "nbo_charge": [-0.2945, 0.4641, -0.1413, -0.0560, -0.1310, -0.0963, 0.2552], "max_force_ha_per_bohr": 0.1089, "total_charge": 0, "smiles": "Fc1cnon1", "multiplicity": 1, "gap_ha": 0.412}